Entry 1:
Formula: H43O21
Source: the OMol25 dataset
Level of theory: the ωB97M-V functional and the def2-TZVPD basis

Atoms and positions in Å:
O1 -1.95 0.50 -4.43
H1 2.35 1.23 2.50
H2 -2.82 0.46 -4.85
O2 -0.82 -1.92 -3.97
H3 -0.74 -2.12 -4.90
H4 -1.38 0.94 -5.07
O3 1.78 2.89 -0.88
H5 2.16 2.11 -1.27
H6 -4.11 -0.13 0.66
O4 1.19 -0.70 -2.52
H7 -3.46 1.06 -0.04
H8 -1.35 3.41 0.03
O5 4.02 -0.47 1.45
H9 3.37 -0.64 2.14
H10 4.87 -0.86 1.63
O6 -3.96 0.82 0.75
H11 0.38 -0.59 -3.04
H12 -0.43 -3.61 2.44
O7 -0.01 0.09 -0.09
H13 -0.84 0.58 -0.26
H14 0.14 -0.53 -0.81
O8 -1.30 1.52 -2.10
H15 -2.06 1.02 -2.40
H16 -0.75 1.69 -2.87
O9 2.97 -2.39 -0.25
H17 3.38 -2.99 -0.89
H18 2.02 -2.41 -0.40
O10 0.13 -0.84 2.20
H19 0.81 0.22 2.83
H20 -0.75 -1.09 2.55
O11 -1.33 -1.12 4.39
H21 -0.76 -1.82 4.71
H22 -1.13 -0.20 4.54
O12 0.66 4.00 -2.84
H23 0.13 3.76 -3.60
H24 0.37 3.76 -1.96
O13 -1.72 -2.30 0.08
H25 0.11 -0.52 1.25
H26 -1.39 -3.17 -0.20
O14 -0.97 -4.11 1.83
H27 -1.84 -3.72 1.90
H28 -0.48 -5.19 -1.17
O15 3.11 1.55 1.58
H29 3.77 0.86 1.28
H30 -0.86 -2.77 -3.52
O16 -3.47 -2.13 2.83
H31 1.19 -0.09 -1.79
O17 4.21 1.27 -2.66
H32 3.83 1.70 -3.43
H33 3.79 1.78 -1.96
O18 -0.44 -4.30 -1.56
H34 0.52 -4.18 -1.60
H35 -1.62 -1.71 -0.66
O19 -0.91 3.55 0.87
H36 3.72 2.03 2.19
H37 -0.15 2.96 0.76
O20 -2.70 3.49 3.04
H38 -3.56 3.25 2.70
H39 -2.13 3.68 2.28
O21 1.38 1.03 3.22
H40 2.12 3.66 -1.35
H41 0.94 1.76 3.65
H42 -3.18 -2.30 1.94
H43 -2.80 -1.66 3.31

F_max = 0.06711 hartree/bohr
energy relative to the best compared isomer or geometry (same formula, charge and spin) = 4.5469 eV
net charge = +1
highest occupied orbital energy = -12.68 eV
gap between HOMO and LUMO = 0.3602 hartree



Entry 2:
Formula: C5H7N
Source: the OMol25 dataset
Level of theory: the ωB97M-V functional and the def2-TZVPD basis

Atoms and positions in Å:
C1 -0.75 1.22 -0.01
C2 -0.74 -0.32 0.01
C3 -0.18 0.53 -1.17
N1 1.18 0.08 -1.08
C4 1.06 -0.61 1.15
C5 0.71 -0.97 -0.21
H1 -0.13 1.80 0.67
H2 -1.78 1.59 -0.12
H3 -1.66 -0.91 0.15
H4 -0.74 0.43 -2.10
H5 0.45 -0.88 2.01
H6 1.82 0.17 1.30
H7 0.66 -2.03 -0.53

F_max = 0.02798 hartree/bohr
energy relative to the best compared isomer or geometry (same formula, charge and spin) = 6.9024 eV
highest occupied orbital energy (spin up / spin down) = -8.74 / -6.71 eV
gap between HOMO and LUMO (spin up / spin down) = 0.3335 / 0.2268 hartree



Entry 3:
Formula: C2H5NO2
Source: the OMol25 dataset
Level of theory: the ωB97M-V functional and the def2-TZVPD basis

Atoms and positions in Å:
C1 -1.21 -0.39 -0.23
N1 -0.22 0.14 0.69
C2 1.09 0.31 0.41
O1 1.41 -0.26 -0.80
O2 1.92 0.83 1.12
H1 -0.89 -1.38 -0.55
H2 -2.13 -0.47 0.34
H3 -1.27 0.23 -1.12
H4 -0.58 0.60 1.51
H5 1.87 0.39 -1.35

F_max = 0.01863 hartree/bohr
energy relative to the best compared isomer or geometry (same formula, charge and spin) = 0.1862 eV
SMILES = CNC(=O)O
highest occupied orbital energy = -9.92 eV
gap between HOMO and LUMO = 0.3893 hartree



Entry 4:
Formula: H8O4
Source: the OMol25 dataset
Level of theory: the ωB97M-V functional and the def2-TZVPD basis

Atoms and positions in Å:
O1 11.26 -13.77 -10.20
H1 11.60 -13.74 -9.31
H2 11.03 -14.70 -10.36
O2 9.66 -16.22 -10.79
H3 9.42 -16.01 -11.70
H4 8.88 -16.65 -10.40
O3 11.22 -18.81 -11.48
H5 10.97 -17.89 -11.34
H6 12.16 -18.78 -11.69
O4 8.01 -18.30 -9.65
H7 7.76 -18.51 -8.74
H8 7.29 -18.64 -10.20

F_max = 0.00673 hartree/bohr
energy relative to the best compared isomer or geometry (same formula, charge and spin) = 0.6957 eV
SMILES = O.O.O.O
highest occupied orbital energy = -10.93 eV
gap between HOMO and LUMO = 0.4182 hartree



Entry 5:
Formula: C40H110I2MnN10O10
Source: the OMol25 dataset
Level of theory: the ωB97M-V functional and the def2-TZVPD basis

Atoms and positions in Å:
Mn1 13.80 13.12 19.78
I1 11.73 14.84 19.31
I2 16.50 13.62 19.39
C1 11.64 14.56 13.38
C2 10.75 13.93 12.40
C3 11.29 14.02 10.96
O1 11.43 15.42 10.68
C4 12.45 15.60 9.71
N1 10.74 12.53 12.74
H1 12.71 14.46 13.18
H2 11.41 14.22 14.39
H3 11.49 15.63 13.28
H4 9.75 14.33 12.49
H5 10.63 13.53 10.24
H6 12.25 13.52 10.87
H7 12.38 14.91 8.87
H8 13.47 15.71 10.08
H9 12.21 16.58 9.30
H10 9.98 12.08 12.25
H11 11.64 12.15 12.49
C5 10.81 14.03 25.52
C6 10.97 12.62 24.97
C7 9.70 11.78 25.30
O2 9.80 10.45 24.76
C8 8.79 9.54 25.05
N2 11.16 12.75 23.52
H12 10.80 14.04 26.61
H13 9.92 14.52 25.13
H14 11.74 14.55 25.28
H15 11.88 12.17 25.37
H16 8.88 12.31 24.81
H17 9.57 11.69 26.38
H18 7.86 9.70 24.51
H19 8.44 9.55 26.09
H20 9.09 8.54 24.77
H21 10.79 11.84 23.29
H22 10.39 13.30 23.17
C9 13.41 8.95 19.11
C10 13.90 10.43 18.99
C11 13.81 10.98 17.54
O3 13.76 12.41 17.68
C12 13.69 13.03 16.41
N3 12.99 11.08 19.94
H23 13.40 8.59 20.14
H24 14.17 8.27 18.73
H25 12.42 8.80 18.68
H26 14.95 10.54 19.27
H27 12.90 10.60 17.09
H28 14.64 10.62 16.93
H29 13.59 14.10 16.59
H30 12.81 12.67 15.87
H31 14.60 12.91 15.83
H32 12.95 10.46 20.74
H33 12.05 10.92 19.61
C13 8.40 10.39 21.21
C14 9.94 10.51 21.15
C15 10.63 9.28 21.80
O4 12.03 9.48 22.04
C16 12.50 8.40 22.93
N4 10.25 10.59 19.74
H34 7.98 9.46 20.83
H35 7.87 11.27 20.85
H36 8.06 10.43 22.25
H37 10.32 11.46 21.52
H38 10.58 8.40 21.15
H39 10.17 9.11 22.77
H40 12.15 7.48 22.46
H41 12.23 8.45 23.98
H42 13.59 8.47 22.84
H43 9.50 10.98 19.20
H44 10.22 9.65 19.37
C17 14.81 16.99 15.09
C18 14.05 17.20 16.40
C19 15.04 17.61 17.46
O5 15.78 18.79 17.31
C20 16.91 18.73 18.21
N5 13.09 18.30 16.26
H45 15.67 16.33 15.19
H46 15.23 17.94 14.76
H47 14.20 16.60 14.27
H48 13.59 16.25 16.68
H49 15.67 16.72 17.52
H50 14.54 17.64 18.43
H51 17.44 19.68 18.26
H52 17.66 17.97 18.00
H53 16.67 18.49 19.24
H54 13.51 19.09 15.79
H55 12.81 18.59 17.18
C21 14.85 13.80 23.96
C22 14.71 12.83 22.80
C23 14.55 11.36 23.21
O6 15.63 10.95 24.02
C24 15.81 9.55 24.23
N6 13.64 13.44 21.99
H56 15.65 13.51 24.64
H57 13.94 13.84 24.55
H58 15.04 14.81 23.61
H59 15.63 12.86 22.20
H60 14.36 10.77 22.31
H61 13.62 11.30 23.78
H62 14.82 9.21 24.55
H63 16.47 9.35 25.07
H64 16.22 8.90 23.46
H65 12.79 13.11 22.43
H66 13.64 14.40 22.30
C25 9.32 14.56 15.96
C26 8.12 14.42 16.95
C27 8.12 13.01 17.71
O7 7.40 12.02 17.03
C28 7.94 11.57 15.83
N7 8.36 15.43 17.97
H67 9.35 15.44 15.33
H68 9.37 13.64 15.36
H69 10.26 14.51 16.52
H70 7.11 14.51 16.54
H71 7.61 13.10 18.67
H72 9.15 12.76 17.96
H73 7.65 10.57 15.52
H74 9.02 11.42 15.85
H75 7.83 12.26 14.99
H76 9.36 15.53 18.09
H77 8.09 16.30 17.53
C29 6.76 14.38 22.77
C30 8.07 14.81 22.04
C31 8.69 16.07 22.66
O8 7.91 17.22 22.47
C32 7.83 17.75 21.16
N8 9.01 13.72 21.98
H78 5.89 15.02 22.62
H79 6.78 14.30 23.86
H80 6.42 13.42 22.40
H81 7.91 15.14 21.02
H82 9.69 16.18 22.24
H83 8.79 15.92 23.73
H84 8.70 17.92 20.52
H85 7.21 18.63 21.31
H86 7.21 17.09 20.55
H87 8.55 12.92 21.57
H88 9.69 14.12 21.35
C33 9.89 18.37 17.75
C34 9.91 19.84 18.24
C35 11.08 20.78 17.91
O9 12.25 20.43 18.56
C36 13.29 21.42 18.30
N9 8.70 20.55 17.80
H89 8.99 17.87 18.12
H90 10.80 17.89 18.10
H91 9.84 18.26 16.67
H92 9.79 19.73 19.32
H93 10.80 21.81 18.11
H94 11.20 20.71 16.83
H95 12.93 22.45 18.33
H96 13.78 21.45 17.33
H97 14.11 21.28 19.00
H98 8.61 21.48 18.18
H99 8.83 20.79 16.83
C37 13.27 18.60 21.06
C38 14.15 17.40 21.49
C39 15.52 17.81 22.00
O10 15.54 18.55 23.21
C40 16.77 19.14 23.53
N10 13.43 16.60 22.48
H100 13.83 19.20 20.35
H101 13.21 19.31 21.89
H102 12.29 18.29 20.70
H103 14.30 16.71 20.66
H104 15.89 18.50 21.25
H105 16.23 16.98 22.07
H106 16.74 19.59 24.53
H107 17.00 19.94 22.82
H108 17.67 18.54 23.64
H109 13.29 17.30 23.19
H110 12.46 16.41 22.24

F_max = 0.04766 hartree/bohr
highest occupied orbital energy (spin up / spin down) = -7.72 / -7.86 eV
gap between HOMO and LUMO (spin up / spin down) = 0.2948 / 0.2999 hartree
2S+1 = 6



Entry 6:
Formula: C16H25N4O2
Source: the OMol25 dataset
Level of theory: the ωB97M-V functional and the def2-TZVPD basis

Atoms and positions in Å:
O1 -2.88 -1.98 -0.29
N1 -1.80 -2.62 -0.23
O2 -1.75 -3.82 -0.35
C1 -0.61 -1.89 -0.03
C2 0.60 -2.60 0.07
C3 1.78 -1.96 0.29
C4 1.86 -0.56 0.43
N2 3.02 0.07 0.69
C5 4.32 -0.48 0.37
H1 4.28 -1.55 0.19
H2 5.00 -0.29 1.21
C6 4.85 0.23 -0.90
N3 4.90 1.66 -0.76
H3 5.67 1.95 -0.15
C7 3.65 2.21 -0.31
H4 3.76 3.27 -0.12
C8 3.14 1.49 0.96
H5 2.21 1.91 1.32
H6 3.88 1.61 1.76
H7 2.91 2.07 -1.11
H8 5.84 -0.14 -1.15
H9 4.17 0.00 -1.73
C9 0.63 0.15 0.33
C10 -0.56 -0.49 0.11
N4 -1.79 0.29 -0.01
C11 -2.13 1.05 1.22
C12 -3.64 1.20 1.38
H10 -3.87 1.26 2.44
H11 -4.12 0.28 1.01
C13 -4.25 2.42 0.68
H12 -4.20 3.28 1.35
H13 -5.30 2.21 0.51
C14 -3.59 2.82 -0.64
H14 -4.29 3.46 -1.17
H15 -2.70 3.42 -0.46
C15 -3.22 1.65 -1.55
C16 -1.83 1.08 -1.26
H16 -1.10 1.89 -1.19
H17 -1.53 0.41 -2.07
H18 -3.20 2.00 -2.58
H19 -3.97 0.86 -1.49
H20 -1.64 2.03 1.20
H21 -1.73 0.49 2.07
H22 -2.53 -0.49 -0.11
H23 0.62 1.22 0.41
H24 2.67 -2.57 0.37
H25 0.55 -3.67 -0.02

F_max = 0.02836 hartree/bohr
energy relative to the best compared isomer or geometry (same formula, charge and spin) = 0.0000 eV
net charge = +1
SMILES = O=[N+]([O-])c1ccc(N2CCNCC2)cc1[NH+]1CCCCCC1
highest occupied orbital energy = -11.08 eV
gap between HOMO and LUMO = 0.2610 hartree



Entry 7:
Formula: C23H77N23O14
Source: the OMol25 dataset
Level of theory: the ωB97M-V functional and the def2-TZVPD basis

Atoms and positions in Å:
C1 -3.96 -1.35 -2.11
O1 -4.91 -1.12 -3.08
H1 -4.26 -0.90 -1.16
H2 -3.56 -2.37 -2.15
H3 -3.17 -0.67 -2.42
H4 -4.50 -1.47 -3.87
C2 -3.62 0.09 2.83
O2 -4.62 -0.55 2.66
N1 -3.69 1.31 3.26
N2 -2.42 -0.21 2.66
H5 -4.64 1.60 3.42
H6 -2.85 1.88 3.25
H7 -2.23 -1.11 2.25
H8 -1.85 0.62 2.65
C3 2.42 -1.83 4.24
O3 1.25 -1.69 4.61
N3 2.76 -2.07 2.98
N4 3.54 -2.03 4.90
H9 3.55 -2.66 2.76
H10 2.08 -1.93 2.25
H11 4.52 -2.04 4.67
H12 3.44 -1.66 5.84
C4 -0.65 4.65 1.06
O4 -0.92 5.20 0.05
N5 0.30 3.75 1.18
N6 -1.12 4.94 2.22
H13 0.59 3.37 0.29
H14 0.67 3.48 2.08
H15 -1.72 5.76 2.22
H16 -0.76 4.63 3.11
C5 5.75 1.26 2.43
O5 5.15 0.68 1.61
N7 6.29 0.73 3.47
N8 6.19 2.55 2.38
H17 5.77 -0.09 3.78
H18 6.63 1.49 4.04
H19 6.33 2.90 3.32
H20 6.12 3.12 1.55
C6 0.74 -5.28 3.35
O6 1.27 -6.15 4.01
N9 1.12 -4.95 2.24
N10 -0.32 -4.55 3.63
H21 0.48 -4.52 1.59
H22 1.86 -5.55 1.91
H23 -0.70 -4.72 4.55
H24 -0.64 -3.91 2.92
C7 -2.64 2.31 -4.80
O7 -2.65 3.47 -4.42
N11 -1.88 1.97 -5.75
N12 -3.42 1.38 -4.39
H25 -1.26 2.74 -5.92
H26 -1.68 1.09 -6.21
H27 -3.20 0.40 -4.49
H28 -3.98 1.72 -3.63
C8 0.92 0.83 -4.65
O8 0.57 -0.16 -3.92
N13 1.21 1.95 -4.12
N14 0.84 0.90 -5.97
H29 1.30 2.79 -4.68
H30 1.24 1.85 -3.12
H31 1.09 1.79 -6.37
H32 0.43 0.15 -6.51
C9 0.10 -3.62 -1.54
O9 -0.73 -4.30 -2.10
N15 0.39 -2.42 -1.97
N16 0.99 -4.00 -0.70
H33 -0.11 -1.90 -2.67
H34 1.23 -1.96 -1.64
H35 1.52 -3.31 -0.19
H36 1.00 -4.98 -0.45
C10 -2.87 -3.29 0.78
O10 -1.91 -2.64 1.14
N17 -2.82 -4.45 0.13
N18 -4.03 -2.97 1.22
H37 -1.86 -4.75 -0.03
H38 -3.63 -4.98 -0.15
H39 -4.87 -3.40 0.84
H40 -4.07 -2.14 1.79
C11 1.43 2.00 3.88
O11 1.11 3.14 3.70
N19 2.57 1.42 3.54
N20 0.73 1.20 4.67
H41 3.31 1.97 3.14
H42 2.44 0.41 3.54
H43 -0.06 1.55 5.20
H44 1.20 0.32 4.83
C12 3.92 -2.17 -2.44
C13 5.29 -1.82 -1.72
C14 5.81 -0.38 -2.00
O12 7.20 -0.27 -1.72
C15 7.75 1.02 -2.03
N21 5.13 -1.93 -0.22
H45 3.43 -2.93 -1.83
H46 4.03 -2.50 -3.47
H47 3.32 -1.27 -2.55
H48 6.16 -2.44 -1.92
H49 5.17 0.40 -1.59
H50 5.63 -0.34 -3.08
H51 7.44 1.14 -3.07
H52 8.82 1.12 -1.89
H53 7.24 1.59 -1.26
H54 4.58 -1.18 0.16
H55 6.08 -1.71 0.02
C16 2.29 -0.16 0.14
C17 0.78 0.03 0.53
C18 -0.31 0.38 -0.46
O13 -0.23 1.76 -0.79
C19 -1.22 2.13 -1.70
N22 0.50 -1.27 1.13
H56 2.92 -0.62 0.90
H57 2.66 0.78 -0.28
H58 2.35 -0.98 -0.58
H59 0.65 0.78 1.31
H60 -1.35 0.15 -0.23
H61 -0.18 -0.11 -1.42
H62 -2.06 2.50 -1.10
H63 -1.59 1.34 -2.35
H64 -0.82 3.03 -2.17
H65 -0.45 -1.61 1.02
H66 0.63 -1.34 2.13
C20 -5.33 3.30 0.57
C21 -6.18 2.18 0.02
C22 -5.56 1.54 -1.11
O14 -5.38 2.33 -2.29
C23 -6.51 2.21 -3.17
N23 -6.26 1.27 1.18
H67 -5.41 4.15 -0.10
H68 -4.26 3.06 0.59
H69 -5.69 3.75 1.50
H70 -7.17 2.49 -0.32
H71 -6.09 0.60 -1.27
H72 -4.54 1.26 -0.84
H73 -7.43 2.17 -2.59
H74 -6.40 1.40 -3.89
H75 -6.65 3.16 -3.69
H76 -6.95 0.53 1.11
H77 -5.40 0.77 1.37

F_max = 0.21697 hartree/bohr
highest occupied orbital energy = -8.66 eV
gap between HOMO and LUMO = 0.3155 hartree